--- i ---
The following is a quantum chemistry calculation of C34H45IN9O4ReS2 as an isolated structure, from the Open Molecules 2025 dataset.

Properties
- Frontier orbital gap (spin up / spin down): 7.231 / 7.126 eV
- Net charge: +1
- Multiplicity: 2
- <S²>: 0.763
- HOMO level (spin up / spin down): -10.0 / -9.6 eV

Structure (XYZ):
```
96
Properties=species:S:1:pos:R:3:lowdin_charge:R:1
Re 0.32217 -0.29831 0.12098 1.383
N -2.98425 -0.43195 3.20538 0.207
C -1.69151 -0.08398 3.07516 -0.514
O -0.79046 -0.74082 3.59968 -0.006
C -1.44090 1.15725 2.26549 -0.178
C -0.06793 1.24551 1.60461 -0.310
H -3.21237 -1.27243 3.70906 0.119
H -3.68629 0.00030 2.62826 0.111
H -1.61532 2.00885 2.93763 0.131
H -2.21557 1.20224 1.50622 0.066
H 0.72907 1.31158 2.34480 0.047
H -0.03956 2.20658 1.09122 -0.012
I -4.29081 -0.34001 -7.05376 0.882
C -3.77909 -0.09343 -5.04827 -0.737
C -4.77805 0.08434 -4.10006 -0.138
C -4.42983 0.25247 -2.76912 -0.007
C -3.09523 0.22826 -2.38137 -0.139
C -2.10497 0.04945 -3.34106 -0.031
C -2.44150 -0.10468 -4.67702 -0.145
C -2.74413 0.40937 -0.93060 -0.608
O -3.59144 0.83212 -0.14787 0.031
O -1.53819 0.06707 -0.64147 -0.284
H -5.81734 0.09388 -4.39840 0.096
H -5.18957 0.39968 -2.01297 0.122
H -1.06477 0.05179 -3.03769 0.082
H -1.67117 -0.22842 -5.42634 0.086
C 1.66820 -1.36644 -4.20818 -0.051
N 1.43782 -0.75394 -2.91518 -0.087
C 0.76723 -1.28422 -1.91408 -0.368
N 0.22877 -2.48316 -2.16835 0.130
S 1.09237 1.70877 -1.19760 0.344
H 2.40065 -0.77321 -4.74776 0.096
H 0.75261 -1.41015 -4.80455 0.085
H 2.06941 -2.37702 -4.10061 0.091
H 1.84647 0.15237 -2.73769 0.017
H 0.27781 -2.92199 -3.07458 0.103
H -0.31086 -2.96110 -1.46770 0.065
C 5.81597 -0.30516 -0.51579 0.000
N 4.77004 -0.41961 0.49579 -0.039
C 5.06338 -0.70721 1.78500 -0.037
C 4.09017 -0.76975 2.70273 0.007
C 2.73742 -0.55029 2.27996 -0.342
N 2.41453 -0.37313 0.97599 0.058
C 3.45579 -0.23276 0.06984 -0.491
O 3.28454 0.03940 -1.10591 -0.044
N 1.82532 -0.52396 3.23308 0.186
H 6.78071 -0.34844 -0.01721 0.093
H 5.71598 0.63790 -1.04590 0.097
H 5.73789 -1.11597 -1.23792 0.101
H 6.10659 -0.86624 2.01936 0.138
H 4.30270 -0.98480 3.73770 0.119
H 2.12153 -0.76119 4.16470 0.131
H 0.80852 -0.47759 3.10490 0.036
C 1.03959 5.24835 1.22470 -0.033
N 0.80717 4.70916 -0.11069 -0.198
C 1.98897 4.62467 -0.96039 -0.098
C -0.39092 4.23783 -0.47521 -0.642
S -0.57800 2.87616 -1.53350 0.692
N -1.49758 4.85391 -0.05638 -0.175
C -1.50694 6.28947 0.22445 -0.025
C -2.82123 4.22729 -0.10564 -0.040
H 1.93853 4.77716 1.62374 0.102
H 0.20627 5.00000 1.87681 0.095
H 1.18759 6.32968 1.21444 0.096
H 2.47585 5.60120 -0.95010 0.100
H 1.69844 4.38359 -1.97899 0.069
H 2.68158 3.86430 -0.60190 0.063
H -0.63707 6.76322 -0.22186 0.097
H -1.52389 6.49430 1.29533 0.098
H -2.40397 6.71330 -0.22387 0.101
H -2.75718 3.16284 0.09522 0.055
H -3.28961 4.38216 -1.07920 0.106
H -3.43844 4.69421 0.66006 0.101
C -3.80713 -4.30409 0.72598 -0.080
C -2.88440 -4.49697 1.74159 -0.070
C -1.68874 -3.79772 1.76615 -0.021
C -1.37699 -2.85169 0.78209 -0.227
C -2.29900 -2.70440 -0.25755 -0.052
C -3.49250 -3.41097 -0.28253 -0.060
N -0.13918 -2.08883 0.84155 -0.100
C 0.93523 -2.90205 1.38312 -0.300
C 1.00691 -3.18632 2.74437 -0.087
C 2.03177 -3.97587 3.24321 -0.067
C 3.01160 -4.47786 2.39770 -0.084
C 2.95122 -4.18829 1.04364 -0.074
C 1.91502 -3.41446 0.53848 -0.036
H -4.73920 -4.85253 0.71254 0.106
H -3.08482 -5.20874 2.53206 0.109
H -1.01049 -4.00641 2.57712 0.092
H -2.08392 -2.05321 -1.08022 0.075
H -4.16997 -3.25455 -1.11299 0.111
H 0.26527 -2.76527 3.41050 0.097
H 2.06362 -4.19674 4.30289 0.110
H 3.80896 -5.09492 2.79049 0.105
H 3.70496 -4.57532 0.36954 0.106
H 1.87011 -3.20342 -0.51928 0.088
```

***

--- ii ---
The following is a quantum chemistry calculation of C34H45IN9O4ReS2 as an isolated structure, from the Open Molecules 2025 dataset.

Properties
- Frontier orbital gap (spin up / spin down): 7.067 / 7.240 eV
- Net charge: +1
- Multiplicity: 2
- <S²>: 0.765
- HOMO level (spin up / spin down): -9.7 / -9.5 eV

Structure (XYZ):
```
96
Properties=species:S:1:pos:R:3:lowdin_charge:R:1
Re -1.02225 -0.25640 0.21370 1.398
N -4.81047 0.80726 1.44249 0.235
C -3.70521 0.16813 1.08886 -0.453
O -2.77797 0.81556 0.53804 -0.121
C -3.53893 -1.29465 1.32772 -0.144
C -2.46542 -1.79170 0.35279 -0.289
H -4.87269 1.80390 1.31219 0.133
H -5.57026 0.31898 1.88248 0.129
H -4.49969 -1.81023 1.24511 0.127
H -3.21392 -1.38812 2.36824 0.111
H -2.92299 -1.98575 -0.61656 0.056
H -2.04184 -2.73739 0.69204 0.021
I 1.82122 -6.38820 4.79038 0.874
C 0.94044 -4.54195 4.38336 -0.739
C -0.41491 -4.47303 4.09748 -0.138
C -0.98793 -3.24419 3.80465 -0.018
C -0.20959 -2.09608 3.78429 -0.141
C 1.14273 -2.17255 4.08625 -0.031
C 1.72002 -3.39412 4.39625 -0.158
C -0.80603 -0.76454 3.43304 -0.562
O -1.20396 0.01170 4.29345 0.059
O -0.83944 -0.50706 2.17511 -0.284
H -1.02118 -5.36828 4.10347 0.097
H -2.04972 -3.18976 3.59492 0.118
H 1.74604 -1.27261 4.08028 0.118
H 2.77176 -3.45250 4.64319 0.097
C 3.61122 4.11796 1.61259 -0.070
N 3.00284 2.81899 1.81082 -0.048
C 2.36502 2.11582 0.86284 -0.828
N 2.24839 2.68176 -0.34615 0.149
S 1.76707 0.57155 1.20898 0.738
H 4.02203 4.45777 2.55880 0.093
H 2.87046 4.85522 1.29081 0.080
H 4.42197 4.07991 0.88095 0.093
H 3.11707 2.34195 2.68866 0.119
H 2.53090 3.63188 -0.51542 0.099
H 1.63849 2.23492 -1.01653 0.065
C -0.55623 4.85379 -1.09810 -0.005
N -0.61539 4.33816 0.26650 -0.039
C -0.64946 5.19399 1.32393 -0.052
C -0.75645 4.75779 2.59454 0.007
C -0.86466 3.33679 2.77410 -0.360
N -0.82929 2.51231 1.74319 0.174
C -0.69814 2.96202 0.49022 -0.519
O -0.64061 2.18935 -0.48426 -0.081
N -1.00748 2.79442 3.98423 0.198
H 0.18812 5.64682 -1.15928 0.093
H -1.52567 5.24773 -1.40367 0.101
H -0.28537 4.03813 -1.76116 0.084
H -0.58266 6.24548 1.07652 0.135
H -0.77615 5.44880 3.42321 0.110
H -1.06643 3.37206 4.80278 0.114
H -1.11263 1.77754 4.07282 0.067
C 3.06204 -3.63457 -2.66538 -0.027
N 1.94322 -2.91374 -2.06454 -0.179
C 0.71696 -2.98182 -2.84665 -0.076
C 1.91967 -2.57172 -0.77057 -0.681
S 0.42743 -2.48757 0.09301 0.748
N 3.10239 -2.37672 -0.15659 -0.194
C 3.24398 -2.51433 1.28889 -0.090
C 4.21129 -1.69143 -0.80909 -0.046
H 2.67545 -4.55359 -3.10779 0.101
H 3.79610 -3.89792 -1.91120 0.089
H 3.54072 -3.04787 -3.45111 0.100
H 0.96865 -2.82011 -3.89460 0.106
H 0.02846 -2.21251 -2.51759 0.021
H 0.24129 -3.95876 -2.73009 0.104
H 3.03671 -1.57909 1.80342 0.013
H 4.27361 -2.81499 1.48977 0.100
H 2.56923 -3.28045 1.65699 0.065
H 3.93897 -1.40636 -1.82090 0.074
H 5.10959 -2.31128 -0.83717 0.098
H 4.42649 -0.78447 -0.23918 0.092
C 1.74103 1.32584 -4.38673 -0.088
C 2.09947 0.75449 -3.17402 -0.092
C 1.13575 0.25641 -2.30908 -0.105
C -0.21890 0.32378 -2.63288 -0.276
C -0.57332 0.89825 -3.85858 -0.005
C 0.39592 1.39080 -4.71908 -0.071
N -1.21293 -0.14241 -1.72401 -0.154
C -2.48748 -0.35875 -2.35959 -0.334
C -2.73173 -1.51232 -3.09514 -0.031
C -3.96908 -1.71232 -3.68917 -0.065
C -4.96723 -0.75552 -3.56658 -0.082
C -4.71554 0.40851 -2.85452 -0.068
C -3.47962 0.60889 -2.25417 -0.043
H 2.49453 1.71153 -5.06039 0.103
H 3.14400 0.69848 -2.88914 0.101
H 1.43263 -0.17383 -1.36298 0.025
H -1.61269 0.96944 -4.14406 0.113
H 0.09028 1.82981 -5.66022 0.107
H -1.95741 -2.26270 -3.18770 0.107
H -4.15337 -2.61947 -4.24980 0.108
H -5.93093 -0.91251 -4.03236 0.104
H -5.48036 1.17098 -2.77591 0.105
H -3.26000 1.52255 -1.71869 0.111
```

***

The structure shown above that is least stable: i.